No. 1
9
Properties=species:S:1:pos:R:3 method="wB97M-V/def2-TZVPD" e_above_lowest_kcal_mol=87.4 e_homo_ev=-11.31 total_charge=0
C 1.404 0.010 0.055
C -0.834 -0.759 0.137
H -0.832 1.920 1.488
N -0.860 0.626 -0.526
O -1.498 1.513 0.332
O 0.578 1.127 -0.378
O 2.545 -0.180 0.043
O 0.546 -1.059 0.273
O -1.743 -1.627 -0.140

=====

No. 2
6
Properties=species:S:1:pos:R:3 method="wB97M-V/def2-TZVPD" e_above_lowest_kcal_mol=23.3 e_homo_ev=-10.78 smiles="N#CC(=O)S" total_charge=0
N -2.287 -0.885 -0.152
C -1.315 -0.200 -0.097
C 0.031 0.379 -0.154
O 0.121 1.563 -0.200
S 1.431 -0.758 -0.217
H 2.019 -0.099 0.820

=====

No. 3
6
Properties=species:S:1:pos:R:3 method="wB97M-V/def2-TZVPD" s2=2.013 e_above_lowest_kcal_mol=56.9 e_homo_ev="-6.81 / -10.71" total_charge=0 spin_multiplicity=3
C 0.426 2.481 -0.487
C -0.203 0.016 -0.048
N 0.200 1.408 0.009
O -1.094 -0.103 -0.803
S 0.141 -1.510 1.160
H 0.531 -2.291 0.169

=====

No. 4
7
Properties=species:S:1:pos:R:3 method="wB97M-V/def2-TZVPD" e_above_lowest_kcal_mol=51.6 e_homo_ev=-9.01 total_charge=0
C -1.246 -0.474 0.275
C 1.205 0.756 -0.272
N -1.326 0.006 -0.799
O -1.156 -1.049 1.290
S 1.953 0.420 1.202
S 2.172 -0.683 -0.527
H -1.602 1.024 -1.169

=====

No. 5
6
Properties=species:S:1:pos:R:3 method="wB97M-V/def2-TZVPD" e_above_lowest_kcal_mol=45.8 e_homo_ev=-9.21 total_charge=0
C -0.165 -1.170 0.135
C -0.132 0.228 0.143
N -0.108 -2.314 0.086
S 1.108 1.218 0.893
S 0.852 1.052 -1.146
H -1.555 0.986 -0.111

=====

No. 6
7
Properties=species:S:1:pos:R:3 method="wB97M-V/def2-TZVPD" e_above_lowest_kcal_mol=22.6 e_homo_ev=-8.39 total_charge=0
C -1.569 -0.772 0.822
C 1.716 1.292 -0.282
N -1.075 -1.042 -0.182
S 1.819 1.133 -1.812
S 1.711 1.534 1.234
S -0.340 -1.322 -1.506
H -2.262 -0.823 1.726

=====

No. 7
7
Properties=species:S:1:pos:R:3 method="wB97M-V/def2-TZVPD" e_above_lowest_kcal_mol=43.0 e_homo_ev=-4.22 smiles="O=C([O-])C(=S)S" total_charge=-1
O -0.235 -0.531 -2.294
C -0.425 -0.631 -1.110
O -1.094 -1.369 -0.363
C 0.187 0.239 -0.025
S -0.805 1.986 0.658
S 1.327 -0.301 1.095
H 1.044 0.608 2.039

=====

No. 8
7
Properties=species:S:1:pos:R:3 method="wB97M-V/def2-TZVPD" e_above_lowest_kcal_mol=36.9 e_homo_ev="-21.00 / -20.99" total_charge=+2
O -2.634 0.546 -0.009
H -2.811 1.240 -0.677
O -0.712 -0.394 1.093
C -1.303 0.094 0.039
C -1.440 -0.454 -1.218
O 0.192 -1.254 0.916
Tl 1.901 -2.210 2.850

=====

No. 9
7
Properties=species:S:1:pos:R:3 method="wB97M-V/def2-TZVPD" s2=3.768 e_above_lowest_kcal_mol=0.0 e_homo_ev="-13.10 / -13.08" total_charge=+1 spin_multiplicity=4
O 0.339 0.964 -1.374
O -1.039 -0.012 1.614
O 0.607 -0.803 -0.239
C -1.017 0.822 0.675
C -0.166 0.160 -0.506
V 0.024 -1.610 1.406
H 1.253 0.479 -1.576

=====

No. 10
8
Properties=species:S:1:pos:R:3 method="wB97M-V/def2-TZVPD" s2=0.753 e_homo_ev="-5.80 / -10.60" total_charge=0 spin_multiplicity=2
O -1.343 1.091 -0.730
C -1.244 -0.149 -0.704
O -0.091 -0.694 -0.828
C 1.222 -0.316 1.282
O 0.836 -0.861 2.237
O 1.706 0.575 0.663
Pb 0.987 1.145 -1.566
H -2.073 -0.791 -0.354

=====

No. 11
8
Properties=species:S:1:pos:R:3 method="wB97M-V/def2-TZVPD" e_above_lowest_kcal_mol=108.4 e_homo_ev=-2.87 total_charge=-1
C -1.231 0.327 -0.235
C -0.606 -1.205 -0.445
O -2.310 -0.117 1.895
O 0.245 -1.484 -1.161
O -1.425 -0.002 -1.620
O -1.337 -1.911 0.260
S -2.552 -0.629 0.485
H -0.916 1.173 0.413

=====

No. 12
9
Properties=species:S:1:pos:R:3 method="wB97M-V/def2-TZVPD" e_above_lowest_kcal_mol=20.8 e_homo_ev=-2.64 total_charge=-2
C -9.573 -4.838 4.398
C 4.049 1.550 -1.231
N -10.091 -4.642 3.361
N 3.852 2.147 -2.242
O -8.977 -5.026 5.489
O 4.124 0.875 -0.271
O 4.888 4.500 -3.371
O 6.599 2.406 -2.725
S 5.129 3.028 -3.408

=====

No. 13
6
Properties=species:S:1:pos:R:3 method="wB97M-V/def2-TZVPD" e_above_lowest_kcal_mol=11.8 e_homo_ev="-9.68 / -9.67" total_charge=0
C 0.611 -0.835 -0.035
C -0.827 1.113 0.077
N 0.135 0.403 -0.012
N 1.657 -1.410 -0.357
O -1.628 1.934 0.098
S -0.264 -2.312 0.537

=====

No. 14
7
Properties=species:S:1:pos:R:3 method="wB97M-V/def2-TZVPD" e_above_lowest_kcal_mol=111.1 e_homo_ev="-6.84 / -6.85" total_charge=-1
C 2.558 0.066 0.000
C -0.229 0.091 0.002
N 3.709 0.156 -0.002
N -1.045 1.122 0.000
N -0.754 -1.117 0.002
N -2.205 0.500 -0.002
N -2.034 -0.818 -0.001

=====

No. 15
6
Properties=species:S:1:pos:R:3 method="wB97M-V/def2-TZVPD" e_above_lowest_kcal_mol=28.6 e_homo_ev=-2.62 total_charge=-1
C -0.674 0.831 0.019
C 2.150 -0.161 0.259
N -1.389 -0.042 -0.301
O -0.105 1.899 0.069
O 2.352 -1.232 -0.141
S -2.334 -1.295 0.094

=====

No. 16
5
Properties=species:S:1:pos:R:3 method="wB97M-V/def2-TZVPD" e_above_lowest_kcal_mol=1.3 e_homo_ev=-10.87 total_charge=0
C -0.321 -0.065 -1.878
C -0.289 0.041 1.303
O 0.799 -0.183 -2.046
O -1.233 -0.456 0.863
S 1.043 0.663 1.758

=====

No. 17
5
Properties=species:S:1:pos:R:3 method="wB97M-V/def2-TZVPD" e_above_lowest_kcal_mol=1.3 e_homo_ev=-13.10 total_charge=0
C 1.494 -0.633 0.303
C -1.184 0.150 -0.027
O -1.559 -0.938 -0.113
O -0.803 1.237 0.073
O 2.051 0.185 -0.236

=====

No. 18
6
Properties=species:S:1:pos:R:3 method="wB97M-V/def2-TZVPD" s2=3.764 e_homo_ev="-17.35 / -22.01" total_charge=+2 spin_multiplicity=4
O -0.047 1.673 1.709
C 0.437 2.266 2.548
O -0.815 -1.495 -0.936
C 0.269 -1.825 -1.496
O 1.260 -1.149 -1.677
Tm -1.104 0.530 -0.147

=====

No. 19
6
Properties=species:S:1:pos:R:3 method="wB97M-V/def2-TZVPD" s2=2.013 e_homo_ev="-7.52 / -11.87" total_charge=0 spin_multiplicity=3
C -0.644 0.474 0.357
C 0.150 -0.678 -0.343
O -1.512 1.027 0.792
O -0.155 -1.798 -0.688
O 1.009 1.112 0.339
O 1.307 -0.060 -0.464

=====

No. 20
9
Properties=species:S:1:pos:R:3 method="wB97M-V/def2-TZVPD" e_above_lowest_kcal_mol=14.6 e_homo_ev=-0.40 total_charge=-2
C 0.695 1.251 -0.276
C 1.317 -1.703 2.183
O 0.741 1.305 0.985
O -2.190 0.094 -1.271
O 0.889 2.310 -0.910
O 0.406 0.098 -0.919
O -0.938 -2.018 -1.352
S 0.253 -0.573 2.163
S -1.171 -0.764 -0.602